Record 1
Below is a molecular structure, C20H28BrClFeN2O2 in a non-equilibrium geometry, with properties calculated with wB97M-V/def2-TZVPD.

Each line ends with the natural charge from an NBO analysis.
Geometry (Å):
1 H -1.510 0.018 0.724  0.0214
2 N 0.299 2.015 0.852  -0.6123
3 C 0.441 3.396 2.910  -0.6304
4 H 1.415 -5.070 1.279  0.1893
5 C -0.341 -2.815 -0.004  0.6402
6 Br -0.010 0.022 3.240  -0.6734
7 H -1.949 0.030 -4.834  0.1878
8 H -1.965 2.274 -4.857  0.2069
9 C 1.111 -2.918 1.753  0.0866
10 C -1.249 0.009 -0.855  -0.4090
11 H 3.103 2.874 2.560  0.1876
12 H 2.352 3.804 0.080  0.1929
13 H -1.021 -3.165 -3.728  0.2104
14 H -2.374 -2.433 -0.285  0.2285
15 C 1.219 2.896 1.699  0.0861
16 H -1.984 -2.213 -4.878  0.2068
17 H 2.843 -1.795 1.257  0.2438
18 Cl 1.907 -0.043 -0.426  -0.6401
19 O 0.211 -4.012 -0.111  -0.4983
20 C -1.710 0.025 -3.759  -0.2958
21 H 2.915 1.725 1.189  0.2437
22 C -1.472 -2.508 -0.926  -0.4965
23 H -0.433 3.976 2.575  0.1983
24 C -1.573 1.237 -3.038  -0.0463
25 C -1.858 -2.462 -3.817  -0.6329
26 H 1.117 4.018 3.473  0.1910
27 C 2.379 -2.194 2.157  -0.6429
28 H 2.227 1.340 2.785  0.2479
29 H -2.322 2.436 -0.222  0.2275
30 N 0.235 -2.023 0.874  -0.6107
31 C 0.293 -3.378 2.953  -0.6301
32 H 0.938 -4.014 3.538  0.1913
33 H -1.002 3.211 -3.693  0.2105
34 C -1.447 2.525 -0.898  -0.5106
35 H -1.568 -3.327 -1.621  0.2313
36 C -0.279 2.814 -0.017  0.6366
37 H -0.591 -3.936 2.607  0.1984
38 H -1.572 3.352 -1.577  0.2301
39 H -0.021 -2.509 3.530  0.2637
40 H 2.257 -3.886 0.177  0.1926
41 H 2.152 -1.392 2.848  0.2488
42 C -1.841 2.512 -3.793  -0.6318
43 C -1.580 -1.195 -3.050  -0.0118
44 H -2.767 3.011 -3.464  0.2025
45 O 0.301 3.994 -0.155  -0.4987
46 H -2.785 -2.961 -3.490  0.2024
47 H 2.986 -2.950 2.631  0.1877
48 H 1.581 5.031 1.189  0.1895
49 C -1.310 1.221 -1.636  0.0274
50 H 0.113 2.544 3.504  0.2638
51 C -1.317 -1.196 -1.647  -0.0716
52 Fe 0.147 -0.004 0.772  1.0757
53 C 1.359 -4.055 0.805  -0.0821
54 C 1.478 4.012 0.730  -0.0823
55 C 2.470 2.135 2.092  -0.6412

Properties
Molar mass = 499.66 g/mol
Spin multiplicity = 6
Highest occupied orbital energy (alpha / beta) = -0.9 / -4.4 eV
Orbital gap (alpha / beta) = 3.8756 / 7.2913 eV
Total charge = -1
Expectation value of S² = 8.78

Record 2
Below is C6H13N in the gas phase in a non-equilibrium geometry, with properties calculated with wB97M-V/def2-TZVPD.

Each line ends with the natural charge from an NBO analysis.
Geometry (Å):
1 H -0.169 0.867 -0.547  0.1860
2 C -0.977 -1.084 2.142  -0.6784
3 N 1.778 1.825 -2.156  -0.8319
4 C 2.395 0.866 -1.158  0.0147
5 H -2.127 -0.518 -1.196  0.2275
6 C 0.172 0.039 0.178  -0.4315
7 H -3.235 -0.878 0.299  0.2264
8 H 1.720 1.159 -2.900  0.3513
9 H 0.003 -1.481 2.585  0.2270
10 H -1.325 -0.232 2.822  0.2240
11 C 1.511 -0.211 -0.560  -0.4862
12 H 2.883 1.482 -0.438  0.1470
13 H 0.820 1.837 -1.907  0.3328
14 H 1.154 -0.729 -1.419  0.2145
15 H -2.435 0.543 0.229  0.2142
16 C -0.920 -0.939 0.660  0.0651
17 H 0.711 0.658 0.888  0.2345
18 C -2.200 -0.530 -0.028  -0.6765
19 H 2.025 -0.884 0.081  0.2216
20 H -1.783 -1.792 2.425  0.2180

Properties
Molar mass = 99.18 g/mol
Highest occupied orbital energy = -6.4 eV
Orbital gap = 4.2508 eV

Record 3
Below is a molecular structure, CH4N2S2 in a non-equilibrium geometry, with properties calculated with wB97M-V/def2-TZVPD.

Each line ends with the natural charge from an NBO analysis.
Geometry (Å):
1 S 1.611 -1.075 -0.135  0.1981
2 C -0.508 1.041 -0.099  0.2377
3 H 1.751 -0.741 1.209  0.1147
4 N 0.891 0.574 -0.477  -0.8166
5 H 1.697 1.367 -0.035  0.3979
6 H -2.403 -2.078 -0.044  0.1258
7 S -1.072 -1.441 -0.245  0.0687
8 H -0.458 2.034 -0.233  0.1819
9 N -1.509 0.320 0.057  -0.5082

Properties
Molar mass = 108.19 g/mol
Highest occupied orbital energy = -8.4 eV
Orbital gap = 8.5921 eV

How do the records compare in electronic energy? In the order shown, they have -145222.39784, -7915.12914, -25748.85379 eV.
How do the records compare in energy relative to the best compared isomer or geometry (same formula, charge and spin)? In the order shown, they have 52.41, 177.66, 83.85 kcal per mole.